1.
{"formula": "C4H7N3O", "method": "ωB97M-V with the def2-TZVPD basis set", "elements": ["C", "C", "C", "C", "H", "H", "H", "H", "H", "H", "H", "N", "N", "N", "O"], "xyz": [[1.1054, -0.0791, -0.8255], [0.7723, -0.2156, 0.6590], [-1.9168, 0.2118, 0.4831], [-0.1705, -0.9545, -0.2750], [1.6984, -1.5067, -2.1421], [0.7947, 0.6317, -1.5162], [1.5543, -0.5890, 1.3674], [0.5771, 1.8484, 0.2114], [-1.2167, 1.7358, 1.9427], [-2.9711, 0.5215, 0.5959], [0.1629, -2.0123, -0.7682], [0.1903, 1.2306, 0.8238], [-1.0326, 1.0868, 1.0383], [-1.5613, -0.9127, -0.1679], [2.0137, -0.9968, -1.4266]], "lowdin_charge": [-0.228, -0.091, -0.168, -0.259, 0.061, 0.115, 0.149, 0.083, 0.213, 0.116, 0.172, -0.063, -0.110, 0.052, -0.043], "homo_energy_ha": -0.29887, "homo_lumo_gap_ev": 9.0, "smiles": "O[C@H]1[C@@H]2N=CNN[C@H]12", "largest_force_ev_per_a": 9.701, "charge": 0}

***

2.
{"formula": "C4H7N3O", "method": "ωB97M-V with the def2-TZVPD basis set", "elements": ["C", "C", "C", "C", "N", "N", "N", "O", "H", "H", "H", "H", "H", "H", "H"], "xyz": [[1.8049, -1.3833, 2.0108], [0.5752, -0.5963, 0.0319], [0.9812, -0.1734, -2.3193], [-0.5551, 0.8165, 1.7620], [2.5362, -1.2490, 2.8953], [1.0867, -0.8769, -1.0868], [0.9072, -1.5474, 1.0696], [-0.2754, 0.4507, 0.4200], [1.9081, 0.3631, -2.5022], [0.0632, 0.4044, -2.3777], [0.9029, -0.9708, -3.2114], [-1.2292, 1.7074, 1.8313], [0.3964, 1.0875, 2.3603], [-0.9497, -0.0466, 2.2765], [1.0458, -2.4967, 0.6704]], "lowdin_charge": [-0.352, -0.351, -0.127, -0.085, 0.143, 0.038, 0.080, -0.065, 0.075, 0.068, 0.117, 0.103, 0.111, 0.076, 0.167], "homo_energy_ha": -0.36091, "homo_lumo_gap_ev": 10.5, "smiles": "C/N=C(/NC#N)OC", "largest_force_ev_per_a": 2.997, "charge": 0}

***

3.
{"formula": "C4H7N3O", "method": "ωB97M-V with the def2-TZVPD basis set", "elements": ["C", "C", "C", "C", "H", "H", "H", "H", "H", "H", "H", "N", "N", "N", "O"], "xyz": [[0.5996, -1.2467, 0.3539], [1.3359, -0.0466, 1.0792], [-0.9092, 1.6000, -0.4309], [-1.0864, 0.6560, -1.5511], [0.8287, -2.0103, 1.0927], [1.3506, -1.5458, -0.5185], [2.4914, 0.1012, 0.9928], [0.8761, 0.1031, 2.1551], [-1.7368, 2.3597, -0.1660], [-1.5029, 0.9903, -2.4700], [-1.2519, -1.9620, 0.2009], [-0.0043, 1.5839, 0.5098], [-1.1279, -0.6012, -1.3913], [-0.8692, -0.9372, 0.0734], [1.0062, 0.9559, 0.0701]], "lowdin_charge": [-0.220, -0.151, -0.115, -0.165, 0.085, 0.146, 0.145, 0.150, 0.132, 0.092, 0.139, -0.035, 0.051, -0.050, -0.204], "homo_energy_ha": -0.32140, "homo_lumo_gap_ev": 9.4, "smiles": "C1=N\\NCCO\\N=C/1", "largest_force_ev_per_a": 6.496, "charge": 0}